1.
Molecular formula: C15H36BN3O4
Method: DFT, ωB97M-V/def2-TZVPD

Geometry as ORCA input:
```
! RIJCOSX wB97M-V def2-TZVPD def2/J DEFGRID3
* xyz 0 1
N 2.557 -2.269 -1.825
B 1.237 -2.116 -2.448
O 1.093 -1.676 -3.739
C -0.077 -2.522 -1.653
C -1.320 -1.696 -1.946
O -2.212 -2.610 -2.604
C -1.430 -3.542 -3.170
O -1.556 -4.048 -4.172
O -0.430 -3.808 -2.284
H 3.208 -1.576 -2.175
H 2.892 -3.180 -2.128
H 1.577 -0.861 -3.913
H 0.079 -2.805 -0.631
H -1.792 -1.218 -1.108
H -1.166 -0.903 -2.665
C -4.124 3.204 -1.957
C -4.911 1.946 -1.619
N -4.620 1.428 -0.296
C -5.130 0.084 -0.079
C -6.648 -0.127 -0.098
C -4.803 2.362 0.800
C -6.186 3.001 0.982
H -3.053 3.042 -1.821
H -4.295 3.477 -2.999
H -4.426 4.054 -1.344
H -4.642 1.177 -2.349
H -5.983 2.152 -1.762
H -4.734 -0.292 0.869
H -4.690 -0.561 -0.847
H -7.124 0.252 0.806
H -6.867 -1.196 -0.147
H -7.119 0.341 -0.963
H -4.072 3.167 0.683
H -4.513 1.865 1.730
H -6.601 3.362 0.040
H -6.106 3.860 1.651
H -6.900 2.313 1.431
C 3.997 -2.267 1.393
C 4.806 -1.041 1.002
N 4.507 0.126 1.810
C 5.045 1.360 1.264
C 6.568 1.508 1.171
C 4.649 -0.047 3.244
C 6.013 -0.494 3.786
H 2.929 -2.048 1.386
H 4.178 -3.070 0.679
H 4.270 -2.640 2.382
H 4.566 -0.802 -0.037
H 5.876 -1.302 1.026
H 4.641 2.199 1.837
H 4.632 1.478 0.256
H 7.021 1.684 2.146
H 6.814 2.370 0.547
H 7.041 0.635 0.720
H 3.901 -0.775 3.571
H 4.357 0.884 3.736
H 6.435 -1.320 3.212
H 5.902 -0.839 4.816
H 6.737 0.320 3.800
*
```

The HOMO-LUMO gap comes out at 8.25 eV. The value obtained for the calculated total energy is -1083.22904 Ha. Its SMILES is NB(O)[C@H]1COC(=O)O1.CCN(CC)CC.CCN(CC)CC. As for the highest occupied orbital energy: -8.19 eV. The value obtained for the largest force on an atom is 6.14 eV/A.



2.
Molecular formula: C15H36F6LaNO2SbSi3
Method: DFT, ωB97M-V/def2-TZVPD

Geometry as ORCA input:
```
! RIJCOSX wB97M-V def2-TZVPD def2/J DEFGRID3
* xyz 0 2
La -1.049 0.419 -0.859
C -1.346 0.326 3.016
O -0.616 0.167 1.803
Si 1.005 -0.383 1.748
C 1.993 0.369 3.137
C 0.910 -2.206 2.158
C 1.433 0.100 0.055
Si 2.413 -1.141 -0.915
C 3.995 -1.562 0.012
C 2.916 -0.543 -2.613
C 1.459 -2.742 -1.200
Si 1.963 1.871 -0.176
C 1.030 3.029 0.981
C 1.690 2.471 -1.941
C 3.792 2.120 0.158
H -1.183 -0.525 3.684
H -2.407 0.399 2.786
H -1.038 1.241 3.524
H 1.558 0.136 4.115
H 2.087 1.450 3.058
H 3.000 -0.058 3.114
H 0.664 -2.335 3.217
H 1.867 -2.703 1.984
H 0.151 -2.730 1.572
H 4.640 -0.683 0.080
H 4.563 -2.359 -0.481
H 3.778 -1.893 1.032
H 3.609 0.300 -2.566
H 2.048 -0.240 -3.201
H 3.419 -1.353 -3.150
H 1.274 -3.295 -0.277
H 2.026 -3.394 -1.870
H 0.496 -2.548 -1.690
H -0.023 2.771 1.132
H 1.060 4.050 0.592
H 1.500 3.039 1.966
H 0.922 1.941 -2.510
H 2.618 2.359 -2.505
H 1.421 3.530 -1.940
H 4.073 1.745 1.146
H 4.057 3.181 0.105
H 4.391 1.591 -0.589
C -4.056 -3.270 0.367
C -3.540 -1.813 0.338
C -4.621 -0.872 -0.189
C -2.303 -1.874 -0.497
H -4.933 -3.314 1.015
H -3.309 -3.964 0.752
H -4.349 -3.595 -0.632
H -3.277 -1.531 1.361
H -4.790 -1.034 -1.257
H -4.367 0.175 -0.039
H -5.562 -1.052 0.331
H -2.463 -2.114 -1.552
H -1.484 -2.452 -0.064
F -2.630 1.825 0.633
Sb -3.103 3.159 -0.710
F -4.869 3.036 -0.168
F -2.631 4.481 0.491
F -3.461 4.298 -2.122
F -1.240 2.968 -1.198
F -3.272 1.609 -1.835
O -0.606 -0.410 -5.401
C -0.638 -0.194 -4.251
N -0.655 0.025 -3.064
*
```

The HOMO-LUMO gap (alpha / beta) comes out at 7.93 / 5.60 eV. The value obtained for the calculated total energy is -2538.23187 Ha. The expectation value of S² is 0.753. As for the highest occupied orbital energy (alpha / beta): -8.26 / -8.25 eV. The relative energy (zero: lowest compared OMol25 entry of this formula, charge and spin) is 0.3 kcal per mole. The value obtained for the largest force on an atom is 1.88 eV/A.



3.
Molecular formula: C15H36IN10O12
Method: DFT, ωB97M-V/def2-TZVPD

Geometry as ORCA input:
```
! RIJCOSX wB97M-V def2-TZVPD def2/J DEFGRID3
* xyz 1 1
C 0.164 2.699 -0.050
C -0.224 3.583 0.969
C -1.516 3.394 1.847
N -1.898 4.780 2.264
C -1.067 2.627 3.142
N -1.959 1.533 3.599
C -2.382 0.841 2.412
N -1.856 -0.325 2.180
C -2.487 -1.444 1.469
I -2.932 -1.057 -0.619
C -1.506 -2.686 1.507
C -0.085 -2.344 0.902
N -3.298 1.508 1.550
C -2.713 2.779 1.035
H -0.457 2.706 -0.983
H 1.007 1.982 -0.006
H 0.431 4.455 1.212
H -1.696 5.443 1.525
H -2.866 4.817 2.563
H -0.021 2.273 3.005
H -1.026 3.380 3.968
H -2.751 1.860 4.151
H -0.926 -0.482 2.576
H -3.431 -1.796 1.942
H -1.963 -3.505 0.906
H -1.404 -3.015 2.570
H -0.114 -1.453 0.227
H 0.569 -2.039 1.760
H 0.358 -3.224 0.407
H -4.147 1.720 2.083
H -3.549 3.518 0.998
H -2.448 2.600 -0.041
C 3.067 -5.400 -0.994
N 2.719 -4.076 -0.421
O 2.472 -3.174 -1.193
O 2.704 -3.982 0.791
H 3.037 -5.330 -2.077
H 4.068 -5.655 -0.648
H 2.332 -6.116 -0.632
C -4.263 2.088 -3.050
N -3.400 2.622 -4.134
O -3.734 2.405 -5.274
O -2.412 3.240 -3.790
H -5.101 1.561 -3.496
H -3.651 1.415 -2.456
H -4.608 2.933 -2.459
C 1.182 1.824 -3.758
N 2.600 1.732 -4.185
O 3.452 1.914 -3.342
O 2.807 1.479 -5.350
H 1.154 2.054 -2.698
H 0.715 2.617 -4.339
H 0.716 0.862 -3.960
C 5.354 -0.593 -5.596
N 5.717 -1.952 -6.073
O 6.816 -2.101 -6.559
O 4.881 -2.820 -5.941
H 6.190 0.075 -5.776
H 4.477 -0.273 -6.153
H 5.139 -0.666 -4.533
C 6.451 -6.174 2.499
N 6.572 -6.515 1.059
O 5.698 -6.119 0.312
O 7.533 -7.163 0.730
H 5.545 -5.593 2.644
H 6.405 -7.108 3.054
H 7.330 -5.596 2.774
C -6.599 3.197 5.017
N -5.175 3.084 4.611
O -4.333 3.216 5.465
O -4.944 2.864 3.434
H -6.642 3.391 6.084
H -7.036 4.019 4.455
H -7.084 2.254 4.774
*
```

The HOMO-LUMO gap comes out at 6.66 eV. The value obtained for the calculated total energy is -2340.29424 Ha. As for the highest occupied orbital energy: -11.01 eV. The value obtained for the largest force on an atom is 3.11 eV/A.



4.
Molecular formula: C15H38Al2BeBr2KNNaO11P2
Method: DFT, ωB97M-V/def2-TZVPD

Geometry as ORCA input:
```
! RIJCOSX wB97M-V def2-TZVPD def2/J DEFGRID3
* xyz 1 1
C -5.149 -4.210 -1.624
C -4.414 -3.081 -2.381
C -4.280 -1.884 -1.437
N -3.879 -0.652 -2.123
Al -2.309 0.162 -1.464
C -1.830 -0.279 0.440
C -1.406 0.914 1.281
O -0.028 1.246 0.987
C 0.311 2.532 1.216
O 1.217 2.784 1.990
C -0.446 3.678 0.559
C -0.429 3.699 -0.948
C -0.786 -0.347 -2.760
C 0.476 0.493 -2.571
P 2.059 -0.400 -2.677
O 3.080 0.598 -2.910
O 2.236 -1.241 -1.354
C 3.253 -0.730 -0.428
C 2.850 -1.162 0.985
O 2.083 -1.406 -3.975
C 1.613 -2.741 -3.882
C 0.396 -2.854 -4.968
H -5.984 -4.602 -2.190
H -4.490 -5.026 -1.360
H -5.548 -3.833 -0.692
H -4.969 -2.809 -3.267
H -3.431 -3.480 -2.597
H -3.599 -2.200 -0.643
H -5.270 -1.740 -1.016
H -3.648 -0.947 -3.067
H -2.551 1.772 -1.526
H -0.966 -0.945 0.407
H -2.592 -0.836 0.971
H -1.521 0.637 2.323
H -2.092 1.733 1.084
H -1.478 3.628 0.971
H -0.012 4.602 0.934
H -1.135 4.455 -1.293
H -0.722 2.763 -1.389
H 0.555 3.961 -1.309
H -0.591 -1.378 -2.535
H -1.146 -0.200 -3.770
H 0.512 1.250 -3.340
H 0.526 0.990 -1.606
H 3.316 0.342 -0.432
H 4.180 -1.217 -0.681
H 1.878 -1.628 0.990
H 2.736 -0.258 1.579
H 3.608 -1.756 1.467
H 1.216 -3.050 -2.798
H 2.428 -3.411 -4.249
H -0.579 -3.074 -4.458
H 0.268 -1.892 -5.453
H 0.565 -3.633 -5.701
Al -2.508 5.006 0.878
O 4.823 -1.382 3.918
P 6.269 -1.161 3.450
O 7.093 -2.417 3.768
O 6.869 0.054 4.175
O 6.248 -0.917 1.940
O 6.399 -2.090 6.432
H 7.075 -1.577 6.913
H 5.637 -2.311 6.997
H 6.787 -2.881 5.976
Be 3.772 -3.382 -5.728
Br -0.249 -3.806 -2.795
C -3.390 5.867 4.576
O -3.303 5.891 3.250
H -4.181 6.491 5.030
H -3.590 4.883 5.068
H -2.476 6.208 5.141
K -5.007 8.142 4.742
Br -5.916 4.324 4.580
Na 5.562 1.716 4.375
*
```

The HOMO-LUMO gap comes out at 1.11 eV. The value obtained for the calculated total energy is -8568.55521 Ha. As for the highest occupied orbital energy: -8.01 eV. The value obtained for the largest force on an atom is 6.18 eV/A.



5.
Molecular formula: C15H38AlCl2O3P2
Method: DFT, ωB97M-V/def2-TZVPD

Geometry as ORCA input:
```
! RIJCOSX wB97M-V def2-TZVPD def2/J DEFGRID3
* xyz -1 1
Al 0.463 -0.714 -0.377
Cl 0.103 -1.911 1.349
Cl -1.222 0.282 -1.257
H 1.033 -0.767 -1.997
H 1.648 0.323 0.016
P 1.487 -2.187 -2.133
C 0.620 -3.774 -1.805
C 1.463 -1.912 -3.952
C 3.210 -2.407 -1.577
C -0.901 -3.657 -1.617
H 1.062 -4.087 -0.842
C 0.930 -4.849 -2.857
H 0.491 -4.603 -3.835
H 0.482 -5.796 -2.526
H 2.000 -5.031 -2.994
H -1.149 -3.090 -0.714
H -1.313 -4.669 -1.493
H -1.388 -3.187 -2.481
H 3.071 -2.905 -0.600
C 3.968 -1.099 -1.346
C 4.007 -3.331 -2.508
H 3.741 -4.386 -2.392
H 5.071 -3.242 -2.261
H 3.896 -3.055 -3.565
H 3.439 -0.423 -0.668
H 4.177 -0.571 -2.282
H 4.927 -1.354 -0.879
C 0.013 -1.783 -4.430
H 1.921 -2.807 -4.402
C 2.285 -0.669 -4.300
H -0.522 -2.740 -4.451
H 0.026 -1.392 -5.456
H -0.551 -1.075 -3.805
H 2.010 0.189 -3.669
H 2.071 -0.394 -5.343
H 3.364 -0.835 -4.221
C -2.735 5.956 1.295
C -2.474 4.489 1.487
O -1.463 4.393 2.529
P -1.233 3.071 3.453
O -2.484 3.177 4.541
C -2.431 4.080 5.679
C -1.207 4.960 5.747
O -1.710 1.825 2.508
C -2.699 0.819 2.885
C -2.226 -0.112 3.973
H -3.219 6.378 2.183
H -3.396 6.111 0.439
H -1.800 6.496 1.111
H -3.371 3.943 1.813
H -2.081 4.031 0.572
H -3.338 4.700 5.644
H -2.485 3.461 6.583
H -1.194 5.710 4.950
H -1.258 5.494 6.699
H -0.269 4.388 5.734
H -3.625 1.335 3.165
H -2.876 0.274 1.957
H -2.217 0.393 4.941
H -2.916 -0.956 4.041
H -1.230 -0.507 3.744
*
```

The HOMO-LUMO gap comes out at 3.59 eV. The value obtained for the calculated total energy is -2665.65548 Ha. As for the highest occupied orbital energy: -0.91 eV. The relative energy (zero: lowest compared OMol25 entry of this formula, charge and spin) is 77.9 kcal per mole. The value obtained for the largest force on an atom is 5.25 eV/A.



6.
Molecular formula: C15H38NS2
Method: DFT, ωB97M-V/def2-TZVPD

Geometry as ORCA input:
```
! RIJCOSX wB97M-V def2-TZVPD def2/J DEFGRID3
* xyz 1 1
N 0.468 1.534 2.669
C 1.443 0.353 2.835
C 2.944 0.976 2.574
C 4.171 -0.101 2.720
S 4.509 -1.138 1.198
S 3.965 -0.115 -0.595
H -0.492 1.197 2.436
H 0.826 2.181 1.906
H 1.125 -0.485 2.078
H 1.305 -0.024 3.948
H 3.117 1.796 3.424
H 2.900 1.530 1.528
H 5.151 0.539 2.954
H 3.987 -0.773 3.662
H 3.673 -2.286 1.263
H 4.468 1.192 -0.488
C 3.090 -5.208 -5.048
C 1.705 -4.590 -4.940
C 1.730 -3.071 -4.749
C 2.409 -2.581 -3.465
C 1.823 -3.129 -2.161
C 0.373 -2.731 -1.937
H 3.668 -5.067 -4.129
H 3.009 -6.285 -5.225
H 3.650 -4.769 -5.880
H 1.150 -5.070 -4.127
H 1.153 -4.813 -5.862
H 0.700 -2.697 -4.782
H 2.243 -2.615 -5.605
H 2.354 -1.485 -3.444
H 3.476 -2.827 -3.500
H 2.421 -2.746 -1.325
H 1.914 -4.220 -2.129
H 0.264 -1.642 -1.928
H 0.023 -3.113 -0.972
H -0.282 -3.138 -2.712
C -2.329 3.330 3.759
C -3.236 2.346 3.037
C -3.240 2.526 1.517
C -3.757 3.880 1.015
C -5.178 4.244 1.455
C -6.234 3.279 0.941
H -2.659 4.364 3.617
H -2.334 3.127 4.835
H -1.297 3.243 3.404
H -4.253 2.424 3.435
H -2.894 1.329 3.264
H -3.834 1.721 1.070
H -2.218 2.388 1.142
H -3.715 3.879 -0.081
H -3.075 4.673 1.341
H -5.410 5.247 1.077
H -5.237 4.307 2.547
H -6.218 3.229 -0.152
H -7.230 3.614 1.249
H -6.086 2.270 1.337
*
```

The HOMO-LUMO gap comes out at 7.09 eV. The value obtained for the calculated total energy is -1445.07638 Ha. As for the highest occupied orbital energy: -12.40 eV. The value obtained for the largest force on an atom is 2.84 eV/A.